{"formula": "C34H39BBrCl60O9PS", "method": "wB97M-V/def2-TZVPD", "elements": ["C", "C", "O", "C", "C", "O", "C", "C", "P", "O", "Br", "O", "S", "O", "O", "O", "C", "C", "C", "C", "C", "C", "C", "C", "C", "C", "C", "O", "C", "B", "C", "O", "H", "H", "H", "H", "H", "H", "H", "H", "H", "H", "H", "H", "H", "H", "H", "H", "H", "H", "H", "H", "H", "H", "H", "H", "H", "H", "H", "H", "H", "H", "H", "H", "H", "H", "H", "H", "H", "H", "H", "C", "Cl", "Cl", "Cl", "Cl", "C", "Cl", "Cl", "Cl", "Cl", "C", "Cl", "Cl", "Cl", "Cl", "C", "Cl", "Cl", "Cl", "Cl", "C", "Cl", "Cl", "Cl", "Cl", "C", "Cl", "Cl", "Cl", "Cl", "C", "Cl", "Cl", "Cl", "Cl", "C", "Cl", "Cl", "Cl", "Cl", "C", "Cl", "Cl", "Cl", "Cl", "C", "Cl", "Cl", "Cl", "Cl", "C", "Cl", "Cl", "Cl", "Cl", "C", "Cl", "Cl", "Cl", "Cl", "C", "Cl", "Cl", "Cl", "Cl", "C", "Cl", "Cl", "Cl", "Cl", "C", "Cl", "Cl", "Cl", "Cl"], "xyz": [[2.236, -6.523, 2.247], [2.066, -5.035, 1.992], [2.466, -4.281, 3.127], [2.284, -2.894, 2.953], [3.474, -2.239, 2.253], [3.009, -1.325, 1.269], [4.074, -0.715, 0.546], [3.819, 0.657, -0.005], [5.573, 1.085, -0.894], [6.673, 0.475, 0.149], [5.582, -0.485, -2.503], [2.886, 0.838, -1.089], [2.829, 2.423, -1.438], [3.489, 2.735, -2.657], [1.444, 2.771, -1.378], [3.638, 2.934, -0.176], [3.541, 1.863, 0.880], [2.075, 2.034, 1.423], [1.148, 0.814, 1.472], [-0.277, 1.271, 1.818], [-1.184, 0.164, 2.373], [-2.650, 0.511, 2.066], [-3.691, -0.324, 2.821], [-4.090, -1.581, 2.021], [-4.913, -1.226, 0.760], [-6.037, -2.230, 0.470], [-6.694, -2.003, -0.894], [-6.402, -3.090, -1.758], [-6.497, -2.740, -3.125], [4.482, 2.068, 2.146], [4.271, 1.239, 3.456], [5.474, 3.000, 2.024], [1.915, -6.802, 3.257], [3.295, -6.787, 2.144], [1.656, -7.101, 1.518], [1.020, -4.811, 1.724], [2.681, -4.805, 1.099], [1.349, -2.664, 2.421], [2.202, -2.497, 3.972], [4.076, -1.698, 2.997], [4.093, -3.025, 1.792], [4.958, -0.642, 1.188], [4.333, -1.367, -0.305], [6.957, -0.430, -0.051], [1.574, 2.768, 0.792], [2.104, 2.482, 2.428], [1.471, 0.092, 2.235], [1.133, 0.317, 0.496], [-0.203, 2.091, 2.549], [-0.736, 1.702, 0.917], [-1.053, 0.084, 3.460], [-0.903, -0.787, 1.897], [-2.766, 1.575, 2.321], [-2.801, 0.406, 0.983], [-4.594, 0.264, 3.039], [-3.286, -0.634, 3.796], [-4.663, -2.257, 2.668], [-3.151, -2.069, 1.714], [-4.244, -1.190, -0.111], [-5.343, -0.223, 0.907], [-5.598, -3.236, 0.493], [-6.770, -2.161, 1.284], [-7.781, -1.846, -0.811], [-6.271, -1.084, -1.339], [-6.345, -3.649, -3.715], [-5.724, -2.001, -3.397], [-7.486, -2.319, -3.363], [3.600, 0.380, 3.329], [3.770, 1.890, 4.192], [5.218, 0.927, 3.910], [5.767, 3.329, 2.886], [-10.193, -0.040, -2.933], [-11.679, 0.732, -3.485], [-9.166, -0.397, -4.330], [-9.342, 1.030, -1.818], [-10.577, -1.553, -2.102], [-0.347, 5.879, -3.524], [-0.642, 7.612, -3.337], [1.369, 5.605, -3.824], [-0.858, 5.030, -2.063], [-1.290, 5.276, -4.897], [5.633, 6.481, -1.238], [6.614, 5.860, 0.110], [6.652, 7.353, -2.383], [4.861, 5.126, -2.042], [4.426, 7.589, -0.581], [10.470, 5.426, -2.874], [11.418, 3.943, -2.706], [11.546, 6.825, -2.770], [9.655, 5.426, -4.441], [9.263, 5.513, -1.593], [2.913, -10.426, 3.399], [2.255, -10.247, 1.771], [3.550, -12.058, 3.602], [4.205, -9.252, 3.658], [1.626, -10.140, 4.579], [-7.977, 4.371, -4.692], [-8.456, 2.678, -4.871], [-8.659, 5.009, -3.190], [-6.220, 4.434, -4.612], [-8.566, 5.320, -6.058], [-1.415, -10.803, 8.131], [-0.972, -9.411, 9.125], [-0.339, -10.896, 6.731], [-1.243, -12.279, 9.089], [-3.081, -10.621, 7.585], [-4.539, -15.218, 6.895], [-3.132, -14.246, 7.329], [-4.212, -16.107, 5.404], [-4.890, -16.360, 8.195], [-5.931, -14.156, 6.653], [-3.750, 1.169, -4.087], [-2.752, 0.174, -3.031], [-4.089, 0.301, -5.589], [-5.267, 1.552, -3.273], [-2.908, 2.683, -4.451], [-1.708, -4.563, 3.657], [-1.118, -3.010, 4.267], [-1.871, -4.479, 1.900], [-0.559, -5.828, 4.099], [-3.284, -4.910, 4.372], [3.744, 3.508, -7.464], [4.897, 2.556, -6.530], [3.342, 2.640, -8.952], [2.272, 3.784, -6.527], [4.472, 5.067, -7.878], [-3.734, 6.328, -8.113], [-2.369, 7.414, -7.843], [-3.773, 5.836, -9.808], [-3.562, 4.897, -7.089], [-5.240, 7.154, -7.701], [0.315, 10.398, -0.715], [0.792, 11.925, 0.037], [-0.105, 10.681, -2.406], [1.646, 9.243, -0.609], [-1.087, 9.737, 0.127], [0.912, -2.375, -2.120], [-0.070, -1.074, -1.438], [1.130, -3.633, -0.895], [0.106, -3.057, -3.534], [2.482, -1.718, -2.569], [6.170, 11.374, 0.120], [6.571, 12.691, 1.229], [6.990, 11.632, -1.422], [6.694, 9.841, 0.817], [4.423, 11.341, -0.142]], "e_homo_ev": -9.3, "total_energy_ev": -896502.2098, "de_lowest_ev": 0.000, "orbital_gap_ha": 0.3388, "e_lumo_ev": 0.0}